{
  "formula": "CH2N4S",
  "method": "the ωB97M-V functional and the def2-TZVPD basis",
  "fmax_ev_per_a": 4.98,
  "multiplicity": 1,
  "total_charge": 0,
  "orbital_gap_ev": 7.4,
  "elements": ["C", "N", "N", "N", "N", "S", "H", "H"],
  "positions_angstrom": [[-1.06601, 0.07346, 0.08399], [-0.15101, -0.90046, 0.31284], [0.99402, -0.97945, -0.02628], [2.02874, -1.44194, -0.16649], [1.28965, 1.24157, -0.08128], [-0.06506, 1.81219, 0.01604], [-1.22167, 0.02011, -1.00368], [-1.80866, 0.17452, 0.86485]]
}